Here is a single C5H10O molecule at a distorted geometry from the OMol25 dataset. Energies are from ωB97M-V/def2-TZVPD.

DFT total energy (eV): -7390.9654
E_HOMO (eV): -7.79
SMILES string: CC[C@H]1C[C@H]1O
Energy above the lowest of the compared OMol25 structures with the same formula, charge and spin (kcal/mol): 87.6
Net charge: 0
Strongest force on any atom (eV/A): 1.29
Orbital gap (eV): 8.723

The geometry in XYZ format:
```
16
C5H10O | the OMol25 dataset | ωB97M-V/def2-TZVPD
O 0.417 -1.885 0.290
C 0.481 -0.960 -0.762
C 1.604 -0.046 -0.695
C 0.368 0.784 -0.555
C -0.932 1.086 0.140
C -1.272 0.127 1.261
H 1.309 -1.980 0.661
H -0.072 -1.363 -1.598
H 2.426 -0.219 -0.006
H 1.915 0.186 -1.705
H 0.463 1.558 -1.330
H -0.343 -0.186 1.742
H -1.055 2.145 0.404
H -1.639 0.944 -0.700
H -1.931 0.589 1.993
H -1.737 -0.780 0.861
```


Here is a molecular structure, C3H7N3O2 at a distorted geometry from the OMol25 dataset. Energies are from ωB97M-V/def2-TZVPD.

DFT total energy (eV): -11780.9978
E_HOMO (eV): -8.83
Energy above the lowest of the compared OMol25 structures with the same formula, charge and spin (kcal/mol): 237.9
Net charge: 0
Strongest force on any atom (eV/A): 9.90
Orbital gap (eV): 9.383

The geometry in XYZ format:
```
15
C3H7N3O2 | the OMol25 dataset | ωB97M-V/def2-TZVPD
C -1.748 0.180 0.558
C -0.333 0.196 0.578
C 1.924 -0.323 -0.172
H -3.433 -0.617 -0.651
H -1.298 -0.447 -1.609
H -2.081 -0.646 1.220
H -2.194 1.103 1.146
H -0.250 0.385 1.671
H 1.906 1.611 -0.895
H 3.027 -0.669 -0.366
N -2.304 0.002 -0.843
N 1.653 1.038 0.025
N 1.167 -1.247 -0.081
O 0.190 1.172 -0.193
O 0.016 -1.120 0.193
```


Here is a single C3H5NO2 molecule at a distorted geometry from the OMol25 dataset. Energies are from ωB97M-V/def2-TZVPD.

DFT total energy (eV): -8774.5784
E_HOMO (spin up / spin down) (eV): -7.74 / -7.01
Energy above the lowest of the compared OMol25 structures with the same formula, charge and spin (kcal/mol): 71.9
Net charge: 0
Strongest force on any atom (eV/A): 1.19
Orbital gap (spin up / spin down) (eV): 7.818 / 6.349

The geometry in XYZ format:
```
11
C3H5NO2 | the OMol25 dataset | ωB97M-V/def2-TZVPD
O -2.318 -0.417 0.728
C -1.123 -0.439 0.108
C 1.200 0.296 -1.267
N 1.141 0.062 0.015
C -0.058 0.133 0.780
O -0.070 0.624 1.931
H -2.144 0.107 1.534
H -1.080 -1.060 -0.777
H 2.077 0.008 -1.834
H 0.383 0.804 -1.761
H 1.994 -0.118 0.542
```


Here is a molecular structure, C6H11ClN at a distorted geometry from the OMol25 dataset. Energies are from ωB97M-V/def2-TZVPD.

DFT total energy (eV): -20402.3272
E_HOMO (eV): -14.92
Energy above the lowest of the compared OMol25 structures with the same formula, charge and spin (kcal/mol): 65.8
Net charge: +1
Strongest force on any atom (eV/A): 5.92
Orbital gap (eV): 10.058

The geometry in XYZ format:
```
19
C6H11ClN | the OMol25 dataset | ωB97M-V/def2-TZVPD
C 2.735 -1.153 0.281
C 0.451 -0.254 -1.732
C 1.519 -1.247 0.550
C -0.544 0.860 1.533
C -1.942 0.922 -0.560
C -0.994 0.145 0.281
N 0.137 -0.397 -0.480
Cl -1.893 -1.501 0.578
H 3.662 -1.696 0.544
H 2.837 -0.555 -0.649
H -0.179 0.286 -2.411
H 1.293 -0.824 -2.152
H 0.709 -1.738 1.045
H 0.314 0.385 2.081
H -0.266 1.836 1.249
H -1.379 1.144 2.283
H -2.040 0.582 -1.605
H -2.822 1.208 -0.099
H -1.598 1.996 -0.739
```


Here is 2 unconnected molecules or ions with the total composition C4H3N at a distorted geometry from the OMol25 dataset. Energies are from ωB97M-V/def2-TZVPD.

DFT total energy (eV): -5677.0185
E_HOMO (spin up / spin down) (eV): -11.52 / -11.18
Energy above the lowest of the compared OMol25 structures with the same formula, charge and spin (kcal/mol): 172.7
Net charge: 0
Strongest force on any atom (eV/A): 6.61
Orbital gap (spin up / spin down) (eV): 7.339 / 6.673

The geometry in XYZ format:
```
8
C4H3N | the OMol25 dataset | ωB97M-V/def2-TZVPD
C 0.642 -0.874 0.580
C -0.314 -0.208 0.280
C 3.215 -0.387 0.089
C -1.688 0.160 -0.167
N 3.995 0.416 -0.063
H -1.498 1.301 -0.454
H -2.088 -0.420 -1.072
H -2.264 0.012 0.807
```


Here is a single C4H7F molecule at a distorted geometry from the OMol25 dataset. Energies are from ωB97M-V/def2-TZVPD.

DFT total energy (eV): -6972.6426
E_HOMO (spin up / spin down) (eV): -5.08 / -10.83
Energy above the lowest of the compared OMol25 structures with the same formula, charge and spin (kcal/mol): 38.8
Net charge: 0
Strongest force on any atom (eV/A): 13.05
Orbital gap (spin up / spin down) (eV): 6.168 / 8.771
Multiplicity: 3

The geometry in XYZ format:
```
12
C4H7F | the OMol25 dataset | ωB97M-V/def2-TZVPD
C 0.021 1.987 0.187
C 0.497 0.833 -0.227
C -0.559 -1.541 -0.332
C 0.317 -0.614 0.533
F 1.170 0.646 -1.404
H 0.126 2.853 -0.535
H -0.407 2.375 1.082
H -1.624 -1.149 -0.477
H -0.768 -2.558 0.315
H -0.043 -1.710 -1.246
H 1.363 -0.856 0.610
H -0.093 -0.267 1.494
```